(1)
The following is a quantum chemistry calculation of a molecular structure, C36H52BCaF5IMg2N2O10S in a non-equilibrium geometry, from OMol25.

Geometry as XYZ:
```
111
Properties=species:S:1:pos:R:3:mulliken_charge:R:1
C 0.40 -2.65 -1.40 -0.521
C 0.95 -1.64 -2.38 -0.243
C 0.05 -0.33 -2.83 -0.317
C -0.97 0.00 -1.59 0.503
C -2.59 -0.06 -1.91 -0.998
C -3.70 0.20 -0.74 0.103
C -3.32 0.55 0.85 0.106
C -1.67 0.66 1.13 -0.324
C -0.53 0.39 -0.05 0.716
C 1.05 0.49 0.39 -0.779
C 1.76 1.95 0.03 -0.760
C 2.44 1.80 -1.45 0.494
C 4.01 2.26 -1.54 0.360
C 4.76 1.11 -2.50 -0.503
C 5.91 1.75 -3.49 -0.455
C 6.82 0.45 -4.01 -0.627
C 7.57 0.72 -5.45 -0.539
C 6.93 -0.20 -6.68 -0.449
O 7.79 -0.05 -7.87 -0.371
C 7.55 -1.12 -8.85 -0.655
N -4.39 0.78 1.87 0.201
C -3.94 1.26 3.20 -0.857
C -3.11 0.21 4.15 -0.364
O -2.89 -1.12 3.57 -0.099
C -3.22 -2.20 4.51 0.200
O -2.75 -2.31 5.76 -0.488
C -5.49 -0.24 1.88 0.282
C -6.14 -0.97 3.23 -0.366
C -7.37 -2.08 3.16 -0.730
C -8.03 -2.53 1.73 -0.374
C -7.46 -1.80 0.37 0.387
C -8.02 -2.14 -1.16 -0.501
C -8.76 -3.60 -1.28 -0.612
C -7.71 -4.84 -1.03 -0.796
I -7.22 -5.89 -2.93 0.513
C -6.25 -0.71 0.46 -0.224
S -5.57 0.13 -1.11 -0.192
H -0.45 -3.41 -1.73 0.249
H 0.84 -2.63 -0.29 0.215
H 2.01 -1.77 -2.87 0.233
H 0.67 0.58 -3.22 0.206
H -0.61 -0.70 -3.75 0.371
H -3.00 -0.33 -3.00 0.157
H -1.27 0.94 2.19 0.161
H 1.67 -0.44 0.03 0.285
H 1.05 0.43 1.58 0.195
H 0.97 2.83 0.01 0.264
H 2.58 2.25 0.84 0.354
H 1.80 2.42 -2.23 0.343
H 2.42 0.64 -1.71 -0.552
H 4.07 3.31 -2.06 -0.607
H 4.52 2.30 -0.47 0.364
H 3.98 0.57 -3.23 0.236
H 5.23 0.23 -1.85 0.301
H 6.55 2.57 -2.95 0.314
H 5.34 2.14 -4.45 0.210
H 6.03 -0.44 -4.13 0.280
H 7.55 0.09 -3.14 0.328
H 8.69 0.33 -5.32 0.279
H 7.64 1.86 -5.73 0.342
H 5.80 0.11 -6.92 0.239
H 6.94 -1.35 -6.39 0.290
H 7.07 -0.69 -9.85 0.090
H 6.87 -2.00 -8.47 0.500
H 8.58 -1.61 -9.18 0.258
H -3.28 2.24 3.09 0.321
H -4.89 1.60 3.83 0.342
H -2.10 0.75 4.46 0.243
H -3.70 0.05 5.17 0.582
H -4.00 -3.01 4.14 0.285
H -5.74 -0.72 4.30 0.578
H -7.74 -2.55 4.19 0.316
H -8.88 -3.34 1.68 0.245
H -8.68 -1.22 -1.47 0.384
H -7.11 -2.17 -1.93 0.306
H -9.73 -3.64 -0.62 0.229
H -9.14 -3.70 -2.41 0.427
H -8.22 -5.60 -0.30 0.436
H -6.69 -4.39 -0.65 0.439
Mg 3.17 4.59 -2.94 0.670
O -0.23 -3.99 3.76 -0.689
H -0.71 -3.32 4.22 0.297
F -4.75 0.95 6.11 -0.818
Mg 0.29 -2.25 5.33 1.203
B 3.13 -4.67 7.60 0.573
O 3.97 -5.85 7.79 -0.446
C 5.18 -5.42 8.17 0.612
O 6.13 -6.16 8.42 -0.586
C 5.19 -3.99 8.24 0.583
O 6.14 -3.29 8.55 -0.607
O 3.98 -3.51 7.90 -0.365
F 2.00 -4.70 8.50 -0.372
F 2.67 -4.60 6.22 -0.370
F 0.55 4.47 -0.92 -0.757
Ca 7.50 -2.15 -11.17 0.809
C 3.52 7.15 0.42 0.413
O 4.40 6.30 0.55 -0.643
N 3.14 8.05 1.39 0.081
C 2.09 9.02 1.16 -0.898
C 3.81 8.04 2.67 -0.938
H 2.95 7.24 -0.51 0.077
H 2.50 10.03 1.28 0.346
H 1.30 8.86 1.90 0.336
H 1.67 8.92 0.15 0.278
H 4.88 8.22 2.51 0.295
H 3.68 7.06 3.13 0.290
H 3.40 8.81 3.33 0.373
O -11.45 -2.10 -0.87 -0.613
H -12.23 -2.67 -0.98 0.301
H -11.68 -1.52 -0.13 0.313
F -6.71 -8.32 -2.99 -0.501
```

The spin multiplicity is 1. As for the net charge: +1. As for the total energy: -124110.0236 eV.

***

(2)
The following is a quantum chemistry calculation of a molecular structure, C27H35F6N2O7STi in a non-equilibrium geometry, from OMol25.

Geometry as XYZ:
```
79
Properties=species:S:1:pos:R:3:mulliken_spin:R:1
Ti 0.20 0.04 -0.94 0.043
O 0.51 -1.24 0.34 0.099
C 0.00 -2.41 0.60 0.430
C -1.11 -2.93 -0.09 0.010
C -1.61 -4.23 0.16 0.132
C -2.69 -4.71 -0.54 -0.058
C -3.33 -3.93 -1.52 0.208
C -2.87 -2.65 -1.77 -0.112
C -1.76 -2.13 -1.10 0.155
O -1.38 -0.88 -1.33 0.064
N -3.20 -6.03 -0.27 0.001
O -4.10 -6.46 -0.96 -0.007
O -2.70 -6.66 0.66 -0.011
H 0.49 -3.00 1.37 -0.010
H -1.12 -4.86 0.89 0.002
H -4.19 -4.33 -2.03 0.015
H -3.35 -2.02 -2.51 -0.002
C -2.35 -0.71 2.33 -0.017
N -3.41 -0.17 1.44 -0.002
C -4.56 0.31 2.25 0.001
C -2.89 0.91 0.49 0.012
C -1.72 1.69 1.03 0.009
C -1.95 2.73 1.93 -0.002
C -0.89 3.47 2.43 0.003
C 0.39 3.18 2.00 -0.001
C 0.61 2.16 1.09 0.011
C -0.42 1.36 0.59 -0.018
H -2.71 -1.60 2.84 0.003
H -2.05 0.05 3.05 -0.001
H -1.48 -0.97 1.73 0.009
H -3.73 -0.94 0.85 0.006
H -4.25 1.17 2.83 0.001
H -4.89 -0.48 2.93 0.000
H -5.39 0.59 1.60 0.000
H -3.73 1.57 0.26 0.000
H -2.56 0.40 -0.41 -0.005
H -2.96 2.98 2.22 0.000
H -1.07 4.28 3.13 0.000
H 1.22 3.79 2.36 0.000
H 1.62 1.97 0.74 0.002
O 3.04 -1.61 2.40 0.000
S 2.77 -0.24 1.90 -0.003
C 2.84 0.82 3.43 0.000
C 3.89 1.90 3.22 0.000
C 5.03 1.22 2.47 0.000
C 4.37 0.46 1.32 0.000
H 3.12 0.13 4.22 0.000
H 1.84 1.22 3.62 0.000
H 4.22 2.32 4.17 0.000
H 3.48 2.72 2.61 0.000
H 5.53 0.52 3.14 0.000
H 5.76 1.94 2.11 0.000
H 4.96 -0.37 0.95 0.000
H 4.11 1.13 0.50 0.000
C 4.02 0.29 -2.68 0.000
C 2.72 -0.39 -2.23 -0.009
O 2.09 0.25 -1.20 0.017
C 3.03 -1.86 -1.80 0.006
F 3.68 -1.87 -0.64 0.000
F 3.79 -2.53 -2.68 0.000
F 1.90 -2.57 -1.64 0.006
C 1.81 -0.49 -3.50 -0.002
F 0.59 -1.04 -3.24 -0.001
F 1.58 0.72 -4.03 0.000
F 2.37 -1.23 -4.48 0.000
H 4.75 0.23 -1.86 0.000
H 3.81 1.33 -2.89 0.000
H 4.44 -0.19 -3.56 0.000
C -1.01 3.55 -2.01 0.001
C -0.73 2.29 -2.84 -0.001
C -2.02 1.76 -3.47 0.000
O -0.15 1.30 -2.05 0.013
H -1.28 4.38 -2.67 0.000
H -0.12 3.83 -1.45 0.000
H -1.82 3.37 -1.31 0.000
H -0.04 2.56 -3.64 0.001
H -2.74 1.51 -2.68 0.000
H -1.81 0.86 -4.04 0.000
H -2.46 2.51 -4.12 0.000
```

The relative energy (zero: lowest compared OMol25 entry of this formula, charge and spin) is 137.1 kJ/mol. The spin multiplicity is 2.